No. 1
The following is a quantum chemistry calculation of a structure of composition C23H43N4O15 at a distorted geometry, from the OMol25 dataset.

```
! wB97M-V def2-TZVPD RIJCOSX def2/J DEFGRID3
* xyz -1 1
C -1.44 -0.40 -1.07
C -0.30 0.51 -0.64
O -0.28 0.70 0.58
O 0.57 0.92 -1.41
H -1.28 -1.39 -0.65
H -1.36 -0.44 -2.15
H -2.40 -0.03 -0.71
C 1.09 -0.25 1.37
C 0.45 -1.38 0.71
O 1.14 -2.48 1.32
C 1.67 -2.02 2.44
O 2.14 -2.75 3.32
O 1.69 -0.75 2.56
H 0.25 0.40 1.61
H 1.84 0.25 0.75
H 0.59 -1.33 -0.37
H -0.64 -1.33 0.78
C 0.06 -1.99 -1.83
C 1.36 -2.83 -1.85
O 1.03 -3.75 -0.82
C -0.36 -3.88 -0.72
O -0.83 -4.76 0.00
O -0.92 -2.92 -1.29
H -0.47 -1.62 -2.71
H 0.15 -1.20 -1.09
H 2.24 -2.20 -1.73
H 1.31 -3.40 -2.78
C -0.75 2.73 -2.27
C 0.68 2.80 -1.75
O 1.18 3.75 -2.61
C 0.57 3.69 -3.74
O 1.07 4.00 -4.79
O -0.63 3.14 -3.55
H -1.48 3.43 -1.86
H -1.30 1.79 -2.22
H 1.30 1.91 -1.88
H 0.84 3.08 -0.71
C -0.80 3.58 0.31
C 0.58 3.21 0.88
O 1.11 4.04 1.52
N 1.18 2.03 0.59
C 2.49 1.66 1.06
H -0.81 4.45 -0.35
H -1.39 3.81 1.20
H -1.25 2.75 -0.24
H 0.71 1.24 0.19
H 2.96 0.87 0.47
H 2.36 1.43 2.12
H 3.17 2.51 0.96
C -5.36 -1.32 0.12
C -4.20 -2.11 0.63
O -4.25 -2.63 1.79
N -3.18 -2.32 -0.17
C -2.12 -3.27 -0.02
H -5.43 -1.35 -0.97
H -5.23 -0.34 0.58
H -6.29 -1.77 0.45
H -3.07 -1.80 -1.03
H -1.90 -3.58 -1.04
H -2.36 -4.03 0.72
H -1.22 -2.81 0.38
C 5.38 0.42 0.11
C 4.27 0.43 -0.92
O 4.35 1.23 -1.79
N 3.11 -0.29 -0.66
C 1.89 -0.18 -1.42
H 6.31 0.16 -0.40
H 5.21 -0.42 0.79
H 5.61 1.35 0.63
H 2.95 -0.62 0.28
H 1.34 -1.11 -1.53
H 2.11 0.26 -2.39
H 1.27 0.57 -0.91
C -2.68 -0.96 1.68
C -1.83 -0.31 2.79
O -1.92 -0.64 3.97
N -1.12 0.70 2.31
C -0.34 1.67 3.14
H -2.38 -0.50 0.74
H -3.72 -0.69 1.87
H -2.68 -2.05 1.72
H -1.04 0.65 1.30
H 0.46 2.28 2.71
H 0.05 1.35 4.11
H -1.06 2.43 3.44
*
```

Results
- Kohn-Sham gap: 6.48 eV
- Electronic energy: -61175.5208 eV
- HOMO energy: -4.7 eV
- LUMO level: 1.781 eV

No. 2
The following is a quantum chemistry calculation of a structure of composition C23H44Ca2F4KN4O10 at a distorted geometry, from the OMol25 dataset.

```
! wB97M-V def2-TZVPD RIJCOSX def2/J DEFGRID3
* xyz 1 1
O 6.33 -2.07 0.84
C 5.70 -1.04 0.55
O 5.96 0.11 0.97
C 4.47 -1.15 -0.37
C 3.32 -1.38 0.54
O 2.83 -2.68 0.34
C 2.13 -0.41 0.40
F 2.38 0.70 -0.29
F 1.80 0.05 1.71
F 1.07 -1.00 -0.04
H 4.39 -0.28 -1.01
H 4.61 -2.01 -1.01
H 3.73 -1.32 1.56
H 2.48 -3.04 1.17
O 10.94 -1.25 1.81
C 10.31 -0.94 0.84
N 8.99 -0.78 1.21
C 10.74 -0.69 -0.57
H 8.17 -0.52 0.69
H 8.96 -0.96 2.17
H 11.20 -1.60 -0.96
H 11.48 0.11 -0.56
H 9.91 -0.41 -1.21
C -3.84 4.47 0.44
C -5.12 3.83 -0.10
C -5.46 2.49 0.55
C -4.51 1.31 0.35
N -4.23 0.90 -1.08
C -4.03 -0.62 -1.16
C -5.44 -1.19 -1.12
C -6.26 -0.15 -1.88
C -5.45 1.11 -1.97
C -3.04 1.59 -1.67
C -1.66 1.12 -1.25
C -1.22 1.26 0.22
H -2.95 3.86 0.26
H -3.67 5.44 -0.04
H -3.91 4.65 1.52
H -5.06 3.74 -1.19
H -5.95 4.50 0.09
H -6.47 2.20 0.25
H -5.52 2.64 1.63
H -4.93 0.44 0.85
H -3.56 1.51 0.83
H -3.54 -0.82 -2.11
H -3.40 -0.95 -0.33
H -5.79 -1.28 -0.09
H -5.50 -2.19 -1.56
H -7.21 0.04 -1.39
H -6.49 -0.50 -2.89
H -6.03 1.99 -1.68
H -5.09 1.28 -2.98
H -3.17 2.66 -1.50
H -3.12 1.43 -2.74
H -0.96 1.70 -1.86
H -1.51 0.08 -1.55
H -1.42 2.27 0.60
H -0.14 1.09 0.30
H -1.69 0.53 0.86
C 0.01 -5.54 -0.77
C 1.11 -5.47 0.31
O 0.84 -4.74 1.32
O 2.12 -6.12 0.09
H -0.86 -4.93 -0.50
H 0.41 -5.18 -1.72
H -0.31 -6.57 -0.90
K 1.56 2.81 -0.10
N 6.80 -2.92 -2.22
O 6.94 -1.68 -2.14
O 7.77 -3.67 -2.24
O 5.64 -3.39 -2.28
Ca 8.24 -0.64 4.02
C 3.77 0.38 6.71
C 4.91 0.35 5.81
N 5.80 0.34 5.10
H 2.86 0.59 6.15
H 3.68 -0.59 7.20
H 3.92 1.15 7.46
C -9.70 2.59 -3.45
C -8.84 1.84 -2.41
O -7.93 2.66 -1.81
H -9.07 3.01 -4.24
H -10.41 1.90 -3.92
H -10.27 3.39 -2.98
H -8.41 0.97 -2.96
H -9.58 1.34 -1.73
F 11.71 0.14 3.60
Ca 2.71 -1.88 3.24
*
```

Results
- Kohn-Sham gap: 1.07 eV
- Electronic energy: -115049.1438 eV
- HOMO energy: -8.1 eV
- LUMO level: -7.053 eV

No. 3
The following is a quantum chemistry calculation of a structure of composition C23H44Cl20O2 at a distorted geometry, from the OMol25 dataset.

```
! wB97M-V def2-TZVPD RIJCOSX def2/J DEFGRID3
* xyz 0 1
C -3.38 -0.91 -2.72
C -3.72 0.59 -2.75
C -2.49 1.53 -2.67
C -2.31 2.19 -1.30
C -1.37 1.49 -0.33
C -0.06 0.96 -0.92
C -0.20 -0.52 -1.38
C 0.88 -1.47 -0.82
C 0.22 -2.72 -0.23
C -0.62 -2.43 0.98
C -0.16 -1.41 1.99
C -1.33 -1.59 2.96
C -1.37 -3.11 3.01
O -1.61 -3.81 3.86
O -1.02 -3.54 1.78
H -4.13 -1.45 -3.27
H -2.41 -1.13 -3.14
H -3.41 -1.26 -1.70
H -4.39 0.82 -1.95
H -4.18 0.78 -3.71
H -2.72 2.33 -3.36
H -1.61 1.05 -3.06
H -2.05 3.22 -1.41
H -3.29 2.18 -0.84
H -1.85 0.70 0.24
H -1.10 2.24 0.41
H 0.66 0.96 -0.12
H 0.34 1.59 -1.71
H -1.18 -0.83 -1.06
H -0.16 -0.59 -2.45
H 1.50 -1.81 -1.63
H 1.49 -0.96 -0.09
H 0.95 -3.51 -0.06
H -0.45 -3.10 -0.99
H -1.57 -2.08 0.57
H 0.63 -1.92 2.53
H 0.06 -0.42 1.66
H -1.12 -1.09 3.89
H -2.27 -1.30 2.51
C 4.61 0.45 1.16
Cl 3.03 1.22 1.25
Cl 5.27 0.66 -0.46
H 5.28 0.90 1.87
H 4.51 -0.61 1.37
C 4.13 -3.33 -2.74
Cl 2.49 -3.98 -2.79
Cl 4.13 -1.60 -2.40
H 4.67 -3.82 -1.93
H 4.60 -3.51 -3.70
C -3.59 0.98 4.92
Cl -4.78 0.40 3.75
Cl -2.18 1.67 4.11
H -4.04 1.73 5.54
H -3.26 0.14 5.52
C 0.67 4.98 1.34
Cl 1.90 4.04 0.48
Cl -0.62 3.93 1.95
H 1.14 5.49 2.17
H 0.23 5.69 0.66
C 4.05 -6.01 0.71
Cl 2.51 -5.14 0.65
Cl 4.89 -5.89 -0.84
H 4.66 -5.57 1.49
H 3.86 -7.05 0.93
C -5.77 3.93 -1.98
Cl -7.05 3.47 -3.11
Cl -4.35 4.55 -2.81
H -6.15 4.70 -1.32
H -5.49 3.05 -1.40
C 7.63 1.00 4.39
Cl 7.75 1.98 2.92
Cl 6.33 -0.19 4.27
H 8.57 0.47 4.52
H 7.44 1.65 5.23
C 5.29 2.65 -3.78
Cl 4.45 3.11 -2.30
Cl 6.87 1.94 -3.44
H 4.69 1.92 -4.31
H 5.43 3.53 -4.39
C 0.45 2.15 -4.21
Cl -0.31 2.53 -2.66
Cl 2.08 1.49 -3.98
H -0.15 1.40 -4.72
H 0.52 3.05 -4.81
C -7.20 -2.87 4.07
Cl -7.62 -1.55 2.96
Cl -5.52 -2.77 4.60
H -7.84 -2.80 4.94
H -7.35 -3.81 3.56
*
```

Results
- Kohn-Sham gap: 8.58 eV
- Electronic energy: -279103.1397 eV
- HOMO energy: -8.2 eV
- LUMO level: 0.378 eV

No. 4
The following is a quantum chemistry calculation of a cluster of 10 separate species, C23H44Cl20O2 in total at a distorted geometry, from the OMol25 dataset.

```
! wB97M-V def2-TZVPD RIJCOSX def2/J DEFGRID3
* xyz 0 1
C 1.96 0.97 -0.74
O 2.08 1.14 0.68
C 2.90 2.11 1.13
O 2.55 2.90 1.98
C 4.34 2.11 0.59
Cl 5.42 2.27 1.98
C 4.60 3.14 -0.53
C 5.81 4.02 -0.35
Cl 3.20 4.23 -0.80
H 1.03 1.42 -1.06
H 2.81 1.34 -1.28
H 1.89 -0.08 -0.92
H 4.52 1.13 0.18
H 4.71 2.61 -1.46
H 6.07 4.41 -1.32
H 6.67 3.49 0.01
H 5.57 4.87 0.26
Cl -1.78 5.69 0.00
C -1.19 4.53 1.23
C -0.08 3.66 0.71
Cl -0.68 2.52 -0.53
H -2.04 3.94 1.56
H -0.83 5.12 2.07
H 0.33 3.07 1.52
H 0.72 4.25 0.27
Cl -0.53 -1.11 -2.35
C -1.45 -2.23 -1.31
C -0.59 -2.77 -0.20
Cl 0.68 -3.88 -0.80
H -1.84 -3.03 -1.94
H -2.28 -1.67 -0.90
H -1.21 -3.34 0.49
H -0.11 -1.97 0.35
Cl -3.56 4.95 4.43
C -3.98 3.30 4.94
C -2.78 2.39 4.96
Cl -2.16 2.06 3.32
H -4.74 2.92 4.26
H -4.40 3.37 5.94
H -3.04 1.43 5.39
H -1.97 2.82 5.54
Cl -4.25 -0.63 4.83
C -3.59 -2.28 4.67
C -2.41 -2.28 3.73
Cl -2.91 -1.90 2.05
H -4.39 -2.93 4.33
H -3.27 -2.60 5.66
H -1.95 -3.27 3.75
H -1.68 -1.53 4.03
Cl -5.08 -0.76 -5.25
C -4.39 0.83 -4.82
C -3.33 0.72 -3.76
Cl -4.02 0.25 -2.18
H -5.20 1.47 -4.50
H -3.95 1.24 -5.73
H -2.85 1.68 -3.62
H -2.57 -0.02 -4.02
Cl -1.73 -5.30 -3.81
C -0.05 -5.84 -3.56
C 0.15 -7.27 -3.97
Cl -0.70 -8.41 -2.88
H 0.19 -5.68 -2.51
H 0.58 -5.19 -4.15
H 1.21 -7.52 -3.92
H -0.20 -7.45 -4.98
Cl -0.88 -5.17 5.01
C 0.79 -5.14 4.36
C 0.89 -5.87 3.05
Cl 0.67 -7.63 3.25
H 1.44 -5.57 5.11
H 1.06 -4.09 4.22
H 1.88 -5.72 2.63
H 0.15 -5.52 2.33
Cl 3.43 -7.20 -2.19
C 4.74 -6.35 -3.05
C 4.45 -4.89 -3.21
Cl 3.10 -4.57 -4.33
H 4.88 -6.84 -4.01
H 5.64 -6.49 -2.46
H 5.32 -4.38 -3.61
H 4.20 -4.43 -2.25
Cl -3.01 10.63 -0.44
C -2.05 9.24 -1.02
C -0.82 9.67 -1.77
Cl -1.21 10.43 -3.33
H -2.70 8.63 -1.64
H -1.77 8.67 -0.14
H -0.21 8.80 -1.98
H -0.23 10.37 -1.19
*
```

Results
- Kohn-Sham gap: 10.43 eV
- Electronic energy: -279110.2280 eV
- HOMO energy: -10.4 eV
- SMILES: COC(=O)[C@H](Cl)[C@H](C)Cl.ClCCCl.ClCCCl.ClCCCl.ClCCCl.ClCCCl.ClCCCl.ClCCCl.ClCCCl.ClCCCl
- LUMO level: 0.018 eV

No. 5
The following is a quantum chemistry calculation of a structure of composition C23H44LaNOP3 at a distorted geometry, from the OMol25 dataset.

```
! wB97M-V def2-TZVPD RIJCOSX def2/J DEFGRID3
* xyz 3 1
La 0.32 -0.07 1.11
P 2.41 1.06 2.33
P -0.50 1.87 -0.40
P 2.10 -0.62 -1.04
H -1.26 -2.26 0.95
C -0.25 -2.19 0.60
C 0.85 -2.21 1.63
H 0.58 -2.29 2.66
C 1.98 1.34 3.97
C 3.02 2.54 1.69
C 3.73 -0.11 2.38
C -1.75 1.31 -1.47
C -1.19 3.10 0.60
C 0.65 2.73 -1.40
C 2.85 -2.18 -0.82
C 3.37 0.50 -1.35
C 1.11 -0.78 -2.49
H -0.03 -2.53 -0.37
H 1.81 -2.55 1.35
H 1.56 0.48 4.50
H 1.27 2.18 4.07
H 2.93 1.62 4.43
H 2.27 3.34 1.71
H 3.41 2.47 0.67
H 3.84 2.80 2.37
H 3.44 -1.05 2.86
H 4.48 0.40 3.01
H 4.17 -0.34 1.41
H -2.11 2.22 -1.97
H -2.59 0.83 -0.94
H -1.40 0.59 -2.23
H -1.55 3.84 -0.12
H -0.46 3.58 1.27
H -2.04 2.77 1.22
H 0.03 3.52 -1.84
H 1.09 2.14 -2.20
H 1.46 3.19 -0.82
H 3.41 -2.29 -1.76
H 2.15 -3.01 -0.72
H 3.55 -2.21 0.02
H 3.81 0.12 -2.28
H 4.13 0.50 -0.57
H 3.04 1.54 -1.51
H 1.82 -1.16 -3.24
H 0.70 0.17 -2.84
H 0.28 -1.49 -2.38
C -2.05 -0.91 -6.19
C -3.20 -1.47 -6.85
C -3.38 -2.84 -6.84
C -2.48 -3.69 -6.20
C -1.36 -3.15 -5.56
C -1.15 -1.77 -5.54
O -1.80 0.40 -6.14
H -2.52 0.89 -6.64
H -3.89 -0.80 -7.34
H -4.26 -3.25 -7.35
H -2.64 -4.78 -6.21
H -0.65 -3.80 -5.05
H -0.28 -1.33 -5.05
C -3.42 0.40 6.61
C -2.62 0.26 5.33
C -1.42 -0.42 5.33
C -0.71 -0.49 4.17
N -1.06 0.08 3.02
C -2.27 0.67 3.04
C -3.04 0.80 4.12
H -2.93 -0.08 7.43
H -3.54 1.46 6.84
H -4.41 -0.05 6.47
H -1.03 -0.89 6.26
H 0.29 -1.07 4.22
H -2.67 1.09 2.01
H -4.03 1.32 4.08
*
```

Results
- Kohn-Sham gap (spin up / spin down): 7.66 / 2.78 eV
- Electronic energy: -56797.7494 eV
- HOMO energy (spin up / spin down): -15.6 / -14.3 eV
- LUMO level (spin up / spin down): -7.911 / -11.475 eV

No. 6
The following is a quantum chemistry calculation of a cluster of 2 separate species, C23H44NO5 in total, from the OMol25 dataset.

```
! wB97M-V def2-TZVPD RIJCOSX def2/J DEFGRID3
* xyz -1 1
C -0.61 4.49 3.91
C -2.08 4.32 3.57
O -2.93 4.35 4.40
O -2.43 4.26 2.27
C -1.56 3.69 1.27
C -2.40 2.98 0.23
C -3.46 2.05 0.83
C -2.84 0.69 1.24
C -3.11 0.24 2.69
C -1.98 0.67 3.64
C -0.63 -0.11 3.57
N -0.68 -1.33 2.74
C 0.41 0.81 2.94
C 1.83 0.20 2.91
C 2.52 -0.11 1.55
C 3.31 -1.42 1.71
C 1.57 -0.23 0.36
C 1.25 1.12 -0.32
C 0.09 0.88 -1.26
C -0.02 1.32 -2.51
C 0.71 2.54 -3.02
C -0.87 0.52 -3.49
H 0.06 4.04 3.19
H -0.42 5.56 3.94
H -0.44 4.07 4.90
H -0.84 3.00 1.72
H -1.01 4.51 0.81
H -1.72 2.37 -0.38
H -2.84 3.72 -0.45
H -4.24 1.88 0.08
H -3.95 2.53 1.68
H -1.75 0.77 1.11
H -3.17 -0.08 0.53
H -4.04 0.70 3.03
H -3.27 -0.84 2.71
H -2.38 0.68 4.66
H -1.78 1.73 3.40
H -0.98 -1.17 1.76
H -1.30 -2.02 3.13
H 0.44 1.71 3.56
H 0.12 1.16 1.92
H 1.77 -0.72 3.50
H 2.51 0.86 3.46
H 3.26 0.66 1.32
H 2.66 -2.18 2.15
H 3.65 -1.81 0.75
H 4.17 -1.29 2.37
H 0.64 -0.73 0.62
H 2.06 -0.85 -0.41
H 2.10 1.46 -0.93
H 1.07 1.88 0.45
H -0.67 0.20 -0.90
H 0.44 2.77 -4.05
H 0.45 3.41 -2.40
H 1.80 2.43 -2.96
H -0.46 -0.49 -3.45
H -1.92 0.45 -3.18
H -0.85 0.92 -4.50
C 1.24 -7.21 -3.93
C 0.78 -6.24 -5.00
O 0.61 -4.92 -4.47
C 1.72 -4.20 -4.33
O 2.83 -4.56 -4.65
O 1.40 -3.03 -3.80
C 2.51 -2.16 -3.55
H 0.55 -7.20 -3.09
H 1.27 -8.22 -4.33
H 2.23 -6.95 -3.57
H -0.19 -6.52 -5.39
H 1.49 -6.21 -5.83
H 3.12 -2.04 -4.45
H 3.12 -2.56 -2.75
H 2.09 -1.20 -3.26
*
```

Results
- Kohn-Sham gap: 3.56 eV
- Electronic energy: -36290.2909 eV
- HOMO energy: -1.2 eV
- LUMO level: 2.367 eV

What did the second record say?
The following is a quantum chemistry calculation of a structure of composition C23H44Ca2F4KN4O10 at a distorted geometry, from the OMol25 dataset.

```
! wB97M-V def2-TZVPD RIJCOSX def2/J DEFGRID3
* xyz 1 1
O 6.33 -2.07 0.84
C 5.70 -1.04 0.55
O 5.96 0.11 0.97
C 4.47 -1.15 -0.37
C 3.32 -1.38 0.54
O 2.83 -2.68 0.34
C 2.13 -0.41 0.40
F 2.38 0.70 -0.29
F 1.80 0.05 1.71
F 1.07 -1.00 -0.04
H 4.39 -0.28 -1.01
H 4.61 -2.01 -1.01
H 3.73 -1.32 1.56
H 2.48 -3.04 1.17
O 10.94 -1.25 1.81
C 10.31 -0.94 0.84
N 8.99 -0.78 1.21
C 10.74 -0.69 -0.57
H 8.17 -0.52 0.69
H 8.96 -0.96 2.17
H 11.20 -1.60 -0.96
H 11.48 0.11 -0.56
H 9.91 -0.41 -1.21
C -3.84 4.47 0.44
C -5.12 3.83 -0.10
C -5.46 2.49 0.55
C -4.51 1.31 0.35
N -4.23 0.90 -1.08
C -4.03 -0.62 -1.16
C -5.44 -1.19 -1.12
C -6.26 -0.15 -1.88
C -5.45 1.11 -1.97
C -3.04 1.59 -1.67
C -1.66 1.12 -1.25
C -1.22 1.26 0.22
H -2.95 3.86 0.26
H -3.67 5.44 -0.04
H -3.91 4.65 1.52
H -5.06 3.74 -1.19
H -5.95 4.50 0.09
H -6.47 2.20 0.25
H -5.52 2.64 1.63
H -4.93 0.44 0.85
H -3.56 1.51 0.83
H -3.54 -0.82 -2.11
H -3.40 -0.95 -0.33
H -5.79 -1.28 -0.09
H -5.50 -2.19 -1.56
H -7.21 0.04 -1.39
H -6.49 -0.50 -2.89
H -6.03 1.99 -1.68
H -5.09 1.28 -2.98
H -3.17 2.66 -1.50
H -3.12 1.43 -2.74
H -0.96 1.70 -1.86
H -1.51 0.08 -1.55
H -1.42 2.27 0.60
H -0.14 1.09 0.30
H -1.69 0.53 0.86
C 0.01 -5.54 -0.77
C 1.11 -5.47 0.31
O 0.84 -4.74 1.32
O 2.12 -6.12 0.09
H -0.86 -4.93 -0.50
H 0.41 -5.18 -1.72
H -0.31 -6.57 -0.90
K 1.56 2.81 -0.10
N 6.80 -2.92 -2.22
O 6.94 -1.68 -2.14
O 7.77 -3.67 -2.24
O 5.64 -3.39 -2.28
Ca 8.24 -0.64 4.02
C 3.77 0.38 6.71
C 4.91 0.35 5.81
N 5.80 0.34 5.10
H 2.86 0.59 6.15
H 3.68 -0.59 7.20
H 3.92 1.15 7.46
C -9.70 2.59 -3.45
C -8.84 1.84 -2.41
O -7.93 2.66 -1.81
H -9.07 3.01 -4.24
H -10.41 1.90 -3.92
H -10.27 3.39 -2.98
H -8.41 0.97 -2.96
H -9.58 1.34 -1.73
F 11.71 0.14 3.60
Ca 2.71 -1.88 3.24
*
```

Results
- Kohn-Sham gap: 1.07 eV
- Electronic energy: -115049.1438 eV
- HOMO energy: -8.1 eV
- LUMO level: -7.053 eV